(1)
Here is a molecular structure, C4H9NO2 at a distorted geometry from the Open Molecules 2025 dataset. Energies are from wB97M-V/def2-TZVPD.

Kohn-Sham gap (alpha / beta)	7.40 / 7.40	eV
LUMO energy (alpha / beta)	0.6 / 0.6	eV
ΔE to the lowest compared entry with this formula, charge and spin	104.32	kcal per mole

Positions of all 16 atoms, in Å:
C: -1.167 1.135 1.574
H: -1.995 0.999 2.267
H: 0.650 1.725 -0.247
H: -1.320 2.078 1.038
N: 0.415 1.081 -0.995
C: 1.289 -1.193 -0.263
H: 1.991 -0.241 -1.721
H: -0.608 -0.725 -1.280
C: -0.299 -0.043 -0.479
H: 1.216 -3.081 -0.556
O: 1.002 -2.408 0.120
C: -1.067 -0.033 0.649
H: -1.614 -0.928 0.905
H: -0.126 1.572 -1.700
H: -0.256 1.240 2.164
O: 1.891 -1.177 -1.475


(2)
Here is a single C4H9NO2 molecule at a distorted geometry from the Open Molecules 2025 dataset. Energies are from wB97M-V/def2-TZVPD.

Kohn-Sham gap	9.44	eV
LUMO energy	0.8	eV
ΔE to the lowest compared entry with this formula, charge and spin	33.66	kcal per mole

Positions of all 16 atoms, in Å:
H: 2.224 -0.942 -1.932
C: 1.952 -0.674 -0.917
N: 0.572 -0.156 -0.907
C: 0.213 0.433 -2.178
H: -0.864 0.623 -2.181
H: 2.082 -1.483 -0.209
O: -0.490 -0.550 2.165
C: -0.878 0.115 1.052
C: 0.300 0.642 0.246
H: -1.266 -0.623 2.740
H: 2.639 0.145 -0.665
H: 0.398 -0.277 -2.975
H: 1.155 0.736 0.926
H: 0.081 1.695 0.040
O: -2.013 0.185 0.676
H: 0.648 1.434 -2.309


(3)
Here is 2 unconnected molecules or ions with the total composition C4H9NO2 from the Open Molecules 2025 dataset. Energies are from wB97M-V/def2-TZVPD.

Kohn-Sham gap	8.53	eV
LUMO energy	-0.6	eV
ΔE to the lowest compared entry with this formula, charge and spin	125.87	kcal per mole

Positions of all 16 atoms, in Å:
H: 0.003 1.126 1.932
H: -1.564 -2.119 1.292
H: 1.130 -1.187 -0.806
C: 1.159 -0.709 0.183
C: 0.845 0.761 0.029
O: 0.292 -1.341 1.091
O: 1.677 0.749 -2.034
H: -1.472 -0.756 0.141
H: -1.812 1.534 -1.260
H: -2.155 1.229 -1.849
N: 1.146 1.449 -1.200
C: -0.956 -1.653 0.512
H: 0.090 2.578 0.755
H: 2.175 -0.832 0.577
H: -0.840 -2.359 -0.325
C: 0.282 1.529 0.963


- Which of these has the highest ΔE to the lowest compared entry with this formula, charge and spin?
  number 3


- Among the records above, which one has the lowest ΔE to the lowest compared entry with this formula, charge and spin?
  number 2


- What is the ΔE to the lowest compared entry with this formula, charge and spin in the first record?
  104.32 kcal per mole